1.
{
  "formula": "C37H52IrN2O2P3S2Si2",
  "method": "ωB97M-V/def2-TZVPD",
  "species": ["Ir", "C", "Si", "C", "C", "N", "P", "C", "P", "N", "Si", "C", "C", "C", "C", "C", "C", "C", "C", "C", "C", "C", "C", "C", "C", "C", "C", "C", "C", "C", "C", "C", "C", "C", "C", "C", "C", "C", "H", "H", "H", "H", "H", "H", "H", "H", "H", "H", "H", "H", "H", "H", "H", "H", "H", "H", "H", "H", "H", "H", "H", "H", "H", "H", "H", "H", "H", "H", "H", "H", "H", "H", "H", "H", "H", "H", "C", "C", "C", "O", "P", "S", "S", "O", "C", "C", "C", "H", "H", "H", "H", "H", "H", "H", "H", "H", "H", "H", "H", "H", "H"],
  "xyz": [[-0.29, 0.55, 0.54], [-0.32, 2.13, -3.46], [-0.73, 0.33, -3.06], [-2.59, 0.08, -2.84], [-0.17, -0.73, -4.52], [0.00, -0.20, -1.56], [1.58, -0.42, -1.30], [1.95, 0.12, 0.32], [1.68, -0.96, 1.66], [0.28, -0.47, 2.30], [-0.46, -0.56, 3.88], [0.71, -0.18, 5.31], [-1.82, 0.75, 3.78], [-1.20, -2.28, 4.13], [3.04, -0.75, 2.84], [3.75, 0.45, 2.81], [4.73, 0.69, 3.76], [5.02, -0.26, 4.73], [4.32, -1.46, 4.75], [3.33, -1.70, 3.82], [1.55, -2.76, 1.43], [0.27, -3.30, 1.34], [0.11, -4.67, 1.21], [1.22, -5.50, 1.17], [2.50, -4.95, 1.23], [2.67, -3.58, 1.36], [2.03, -2.10, -1.84], [3.38, -2.44, -1.98], [3.74, -3.66, -2.53], [2.75, -4.55, -2.93], [1.41, -4.23, -2.76], [1.05, -3.01, -2.22], [2.62, 0.61, -2.39], [3.12, 0.18, -3.61], [3.85, 1.05, -4.41], [4.08, 2.35, -3.99], [3.58, 2.78, -2.77], [2.85, 1.91, -1.97], [-0.98, 2.53, -4.23], [0.71, 2.23, -3.82], [-0.41, 2.75, -2.57], [-3.15, 0.78, -3.45], [-2.86, 0.24, -1.79], [-2.90, -0.94, -3.11], [-0.95, -0.76, -5.28], [0.06, -1.76, -4.23], [0.73, -0.30, -4.99], [1.43, 0.60, 5.04], [1.27, -1.06, 5.62], [0.14, 0.17, 6.17], [-1.41, 1.75, 3.92], [-2.59, 0.60, 4.54], [-2.30, 0.72, 2.80], [-0.45, -3.06, 3.97], [-2.02, -2.46, 3.44], [-1.59, -2.40, 5.15], [3.52, 1.17, 2.04], [5.28, 1.63, 3.74], [5.78, -0.06, 5.47], [4.55, -2.20, 5.51], [2.77, -2.63, 3.84], [-0.58, -2.64, 1.38], [-0.89, -5.10, 1.16], [1.09, -6.57, 1.08], [3.36, -5.60, 1.18], [3.66, -3.16, 1.42], [4.14, -1.73, -1.67], [4.78, -3.91, -2.67], [3.03, -5.50, -3.38], [0.64, -4.93, -3.06], [0.01, -2.73, -2.10], [2.94, -0.83, -3.95], [4.26, 0.71, -5.35], [4.65, 3.03, -4.61], [3.75, 3.80, -2.44], [2.47, 2.23, -1.01], [-6.13, 2.13, 1.31], [-4.80, 1.47, 1.63], [-4.42, 0.41, 0.62], [-3.75, 2.45, 1.80], [-2.94, 3.36, 0.79], [-2.20, 4.86, 1.79], [-1.55, 2.29, -0.32], [-4.04, 3.69, -0.32], [-3.76, 4.16, -1.67], [-5.07, 4.06, -2.42], [-3.20, 5.58, -1.67], [-6.91, 1.37, 1.26], [-6.07, 2.64, 0.35], [-6.39, 2.86, 2.07], [-4.86, 1.02, 2.63], [-4.46, 0.82, -0.39], [-5.12, -0.43, 0.68], [-3.41, 0.03, 0.80], [-3.03, 3.48, -2.12], [-5.82, 4.70, -1.94], [-5.44, 3.03, -2.41], [-4.93, 4.38, -3.45], [-3.93, 6.27, -1.25], [-2.98, 5.88, -2.70], [-2.29, 5.63, -1.08]],
  "mulliken_charge": [0.7181, -0.7937, 0.0519, -0.4398, -1.2424, -0.4588, 2.0886, -1.8242, 1.4791, 0.4753, -0.1575, -1.1023, -0.5116, -1.0650, 0.3052, -0.6934, -0.7012, -0.5496, -0.7114, -0.5327, 0.8549, -0.6609, -0.9802, -0.6602, -0.8913, -0.1507, 0.9989, -0.7225, -0.9352, -0.5886, -1.0164, -0.5574, 0.3032, -0.4684, -0.8321, -0.4992, -0.7592, -0.6632, 0.4241, 0.3332, 0.2045, 0.3478, -0.3416, 0.3938, 0.4758, 0.3151, 0.2901, 0.3074, 0.3009, 0.4810, 0.3447, 0.4701, -0.5057, 0.3324, 0.2963, 0.4701, 0.2943, 0.4284, 0.4001, 0.4123, 0.5154, 0.5498, 0.4772, 0.4083, 0.4623, 0.5716, 0.5535, 0.4622, 0.3864, 0.4523, 0.7566, 0.5624, 0.4179, 0.3917, 0.4315, 0.3144, -1.3657, 0.5252, -0.5762, -0.3034, 0.0633, -0.4737, -0.0685, -0.0314, 1.6100, -1.6408, -1.4086, 0.4443, 0.1261, 0.3784, 0.3780, 0.0640, 0.4670, -0.1171, -0.6235, 0.3699, 0.3539, 0.4603, 0.3145, 0.4335, 0.3254],
  "homo_energy_ha": [-0.27309, -0.27273],
  "homo_lumo_gap_ev": [6.35, 6.26]
}

---

2.
{
  "formula": "BrH10O6V",
  "method": "ωB97M-V/def2-TZVPD",
  "species": ["O", "V", "Br", "O", "H", "H", "O", "H", "H", "O", "H", "H", "O", "H", "H", "O", "H", "H"],
  "xyz": [[1.02, 1.60, -14.56], [1.99, 0.70, -15.45], [0.17, -1.31, -15.57], [2.98, 0.12, -13.62], [3.39, 0.75, -13.03], [3.29, -0.73, -13.31], [3.58, -0.52, -16.54], [4.33, -0.82, -16.03], [3.84, -0.67, -17.45], [1.60, 1.46, -17.47], [0.82, 1.68, -17.99], [2.32, 1.87, -17.94], [3.49, 2.24, -15.46], [3.66, 3.11, -15.10], [4.32, 1.99, -15.87], [-1.61, 1.09, -12.60], [-1.15, 1.91, -12.77], [-1.21, 0.76, -11.80]],
  "mulliken_charge": [-0.3567, 0.9553, -0.4376, -0.4614, 0.3229, 0.3138, -0.4059, 0.3196, 0.3056, -0.4337, 0.2873, 0.3273, -0.3459, 0.2684, 0.3411, -0.5969, 0.2928, 0.3041],
  "charge": 1,
  "homo_energy_ha": [-0.44144, -0.44228],
  "homo_lumo_gap_ev": [7.56, 7.80],
  "s2": 0.80,
  "multiplicity": 2
}

---

3.
{
  "formula": "C4H5ClN2O2",
  "method": "ωB97M-V/def2-TZVPD",
  "species": ["C", "C", "C", "C", "N", "N", "O", "O", "Cl", "H", "H", "H", "H", "H"],
  "xyz": [[-0.75, 2.75, -0.01], [0.25, 0.27, -0.58], [-0.61, -0.15, 0.69], [-1.11, 1.03, 1.46], [-0.46, 3.71, -0.52], [-0.21, 1.59, 2.35], [-0.65, 2.43, 3.08], [0.92, 1.16, 2.41], [-2.80, 1.08, 1.74], [1.12, 0.82, -0.21], [0.78, -0.63, -1.08], [-0.19, 0.98, -1.12], [0.07, -0.61, 1.43], [-1.35, -0.87, 0.45]],
  "mulliken_charge": [0.0467, -1.3362, -0.5871, 0.4019, -0.3803, 1.0160, -0.5354, -0.5528, -0.0529, 0.3926, 0.3040, 0.5290, 0.3106, 0.4438],
  "homo_energy_ha": -0.41799,
  "homo_lumo_gap_ev": 8.57
}

---

4.
{
  "formula": "C4H10N2O2",
  "method": "ωB97M-V/def2-TZVPD",
  "species": ["C", "C", "C", "N", "C", "N", "O", "O", "H", "H", "H", "H", "H", "H", "H", "H", "H", "H"],
  "xyz": [[-0.36, -0.30, -0.41], [0.52, -0.60, 0.67], [-1.40, -1.30, -0.80], [2.02, -0.91, -0.24], [-1.24, 1.06, 0.65], [-0.56, 2.23, 0.74], [2.57, 0.38, -0.60], [-2.39, 0.89, 0.97], [3.38, 0.43, -0.08], [1.83, -1.35, -1.15], [0.02, 0.28, -1.26], [-1.02, 3.03, 1.15], [0.41, 2.26, 0.49], [0.33, -1.54, 1.18], [0.95, 0.10, 1.37], [-1.59, -2.03, -0.01], [-1.13, -1.82, -1.72], [-2.36, -0.80, -0.95]],
  "mulliken_charge": [0.1857, -0.5463, -1.3202, -0.5145, 0.4639, -0.3621, -0.4233, -0.5951, 0.3399, 0.2972, 0.4170, 0.2311, 0.2193, 0.2960, 0.3181, 0.2851, 0.3818, 0.3264],
  "homo_energy_ha": -0.29796,
  "homo_lumo_gap_ev": 8.94
}